1.
Density functional theory data (the ωB97M-V functional and the def2-TZVPD basis) for an isolated ion of composition CH2ClO2S and charge -1 at a distorted geometry.

Cartesian coordinates (Å):
C: -1.2834 -0.9039 0.1434
O: 0.2742 1.1268 -1.6236
O: 1.7214 -0.5620 -0.8155
S: 0.5516 0.1896 -0.5817
Cl: 1.2156 1.7191 1.2200
H: -0.6869 -1.4604 0.7715
H: -1.7925 -0.1093 0.8859

As for the energy relative to the best compared isomer or geometry (same formula, charge and spin): 29.10 kcal/mol. For the electronic energy, the calculation gives -1048.05547 Eh. Its total charge is -1. The HOMO energy (alpha / beta) comes out at -0.105 / -0.188 hartree. The frontier orbital gap (alpha / beta) is 7.067 / 7.258 eV. The spin multiplicity is 3.

=====

2.
Density functional theory data (the ωB97M-V functional and the def2-TZVPD basis) for one molecule with the formula CH2ClOPS at a distorted geometry.

Cartesian coordinates (Å):
O: -2.0503 -0.0136 -2.3795
P: -0.7689 0.0876 -1.6611
S: -1.3186 -0.2107 0.3276
C: 0.6162 0.0548 1.0034
Cl: 1.7433 -0.7686 -0.1342
H: 0.8119 -0.2366 2.0946
H: 0.9664 1.0871 0.7493

As for the energy relative to the best compared isomer or geometry (same formula, charge and spin): 14.22 kcal/mol. For the electronic energy, the calculation gives -1314.26255 Eh. The HOMO energy comes out at -0.357 hartree. The frontier orbital gap is 9.072 eV.